{
  "formula": "C29H37FeN3",
  "method": "ωB97M-V with the def2-TZVPD basis set",
  "spin_multiplicity": 5,
  "gap_ev": [2.207, 6.057],
  "e_lumo_ev": [4.496, 4.419],
  "charge": -2,
  "symbols": ["C", "C", "C", "C", "C", "Fe", "C", "C", "C", "C", "C", "C", "C", "C", "C", "C", "C", "C", "H", "H", "H", "H", "H", "H", "H", "H", "H", "H", "H", "H", "H", "H", "H", "C", "C", "C", "C", "N", "C", "C", "N", "C", "C", "C", "C", "C", "N", "C", "H", "H", "H", "H", "H", "H", "H", "H", "H", "H", "H", "H", "H", "H", "H", "H", "H", "H", "H", "H", "H", "H"],
  "positions_angstrom": [[4.0400, 1.7279, 3.0773], [4.6146, 1.9397, 1.7555], [5.5441, 0.8440, 1.4831], [5.5499, -0.0374, 2.6515], [4.6145, 0.5103, 3.6337], [3.7170, 0.1858, 1.8580], [2.9070, -1.5912, 2.0786], [1.9578, -0.5399, 2.4002], [1.8444, 0.3216, 1.2628], [2.6063, -0.2394, 0.1863], [2.3348, 0.2197, -1.2502], [3.3785, -0.3523, -2.2534], [4.2389, 0.4397, -3.0601], [4.8959, -0.1352, -4.1637], [4.8172, -1.5080, -4.4004], [4.1744, -2.3264, -3.4725], [3.5187, -1.7467, -2.3664], [3.3789, -1.3597, 0.7211], [3.3845, 2.4094, 3.6029], [4.4699, 2.8138, 1.1334], [6.1899, 0.7585, 0.6253], [6.2037, -0.8709, 2.8097], [4.4538, 0.1307, 4.6274], [3.1453, -2.4552, 2.6984], [1.3475, -0.4747, 3.3042], [1.2449, 1.2334, 1.1563], [2.3374, 1.3302, -1.2800], [4.3961, 1.5003, -2.8281], [5.4379, 0.5064, -4.8536], [5.2413, -1.9338, -5.3108], [4.1215, -3.4030, -3.6149], [3.1219, -2.4113, -1.5932], [4.1276, -1.9626, 0.2123], [-8.5031, -1.1362, 2.8435], [-7.5454, -0.0084, 2.4598], [-6.7850, -0.3010, 1.1749], [-5.7779, 0.7963, 0.7722], [-4.3694, 0.4137, 0.8583], [-3.5713, 0.4885, 2.0030], [-2.3396, 0.0227, 1.6654], [-2.3950, -0.3204, 0.3124], [-1.2304, -0.7263, -0.4965], [-0.4985, 0.4995, -1.0548], [-1.3487, 1.1688, -2.1236], [-0.3768, 1.5911, -3.2304], [0.7467, 0.5800, -3.2154], [0.8067, 0.0653, -1.7879], [-3.6354, -0.0763, -0.1513], [-9.0427, -0.8736, 3.7554], [-9.2369, -1.3176, 2.0527], [-7.9571, -2.0664, 3.0263], [-8.1109, 0.9256, 2.3318], [-6.8340, 0.1663, 3.2785], [-6.2875, -1.2771, 1.2465], [-7.5118, -0.3711, 0.3538], [-5.9736, 1.0601, -0.2769], [-5.9119, 1.6867, 1.4025], [-3.9269, 0.8899, 2.9157], [-1.4449, -0.1062, 2.2441], [-0.5389, -1.3051, 0.1353], [-1.5965, -1.3748, -1.3209], [-0.2830, 1.2169, -0.2344], [-2.1470, 0.5103, -2.5323], [-1.8778, 2.0329, -1.7015], [-0.8872, 1.5986, -4.2016], [0.0270, 2.5999, -3.0485], [0.4712, -0.3199, -3.7751], [1.7315, 0.9440, -3.5403], [0.7926, -0.9698, -1.7988], [-3.9866, -0.2307, -1.1729]],
  "atomic_forces_ev_per_a": [[1.561, -0.553, -0.119], [1.582, 0.009, 0.701], [0.163, 1.136, 1.408], [-0.766, 2.094, 0.370], [1.684, 1.258, -0.503], [-0.136, -0.074, 0.412], [-1.377, -0.242, -0.659], [-0.803, -1.360, 0.050], [-0.602, -0.616, -0.329], [-1.714, -0.413, -2.043], [3.600, 1.041, 0.634], [-1.861, 0.736, 1.906], [0.619, 0.456, -1.550], [-0.755, 1.048, 1.242], [0.398, -0.209, -1.369], [-1.219, 0.281, 1.837], [0.379, -1.854, -1.266], [-1.411, -0.225, -0.015], [-0.215, -0.185, -0.169], [-0.135, -0.154, -0.036], [-0.110, -0.114, -0.167], [-0.058, -0.458, -0.117], [-0.192, -0.163, 0.082], [0.160, 0.446, -0.036], [0.533, 0.124, -0.122], [0.266, -0.457, 0.308], [0.471, -0.353, 0.048], [-0.117, -0.261, -0.157], [0.184, 0.005, 0.155], [0.009, 0.084, 0.198], [0.228, 0.028, 0.165], [-0.159, 0.152, -0.374], [-0.321, 0.275, 0.073], [0.123, 0.172, 0.032], [0.012, 0.023, 0.079], [0.031, 0.034, -0.252], [0.570, -0.304, 0.031], [-1.669, 1.046, 2.252], [0.527, -0.475, -1.280], [-0.628, 0.163, -0.209], [3.221, -0.700, 0.398], [-0.514, 0.104, 0.892], [0.244, -0.074, -0.144], [-0.346, 0.549, -0.448], [-0.205, 0.526, -0.146], [-0.350, -0.946, 0.330], [-0.436, -1.455, 0.120], [-1.098, -0.608, -3.136], [-0.090, -0.078, 0.024], [0.071, -0.003, 0.024], [-0.054, 0.041, -0.039], [0.109, -0.114, 0.079], [-0.102, -0.004, -0.083], [-0.003, 0.224, -0.090], [0.013, -0.186, 0.154], [0.188, 0.206, 0.201], [-0.042, -0.117, -0.242], [-0.261, 0.121, 0.569], [0.113, 0.045, 0.047], [-0.243, 0.091, -0.011], [0.148, 0.306, 0.319], [0.259, -0.627, -0.591], [0.653, 0.156, 0.305], [0.051, -0.212, -0.113], [0.193, 0.107, 0.150], [-0.182, -0.269, 0.004], [0.190, 0.355, -0.411], [-0.344, -0.248, 0.259], [-0.267, 0.565, -0.275], [0.234, 0.106, 0.641]]
}